No. 1
This record from OMol25 describes a 11-piece molecular cluster, C85H172F30N8O22P3S10 overall in a non-equilibrium geometry. The level of theory is wB97M-V/def2-TZVPD.

Computed properties:
* LUMO energy: -0.0825 hartree
* orbital gap: 7.02 eV
* HOMO: -9.269 eV

Geometry as ORCA input:
```
! RIJCOSX wB97M-V def2-TZVPD def2/J DEFGRID3
* xyz 1 1
C -4.6449 -1.7474 1.5389
C -3.5594 -2.5766 2.3171
C -3.8388 -2.6705 3.7854
C -4.0471 -1.3956 4.5211
N -3.9823 -1.5607 6.1059
C -5.0858 -2.5426 6.6034
C -6.1020 -1.7293 7.3436
C -5.8140 -0.2385 7.0173
C -4.3226 -0.1231 6.6645
C -2.5009 -1.9513 6.5934
C -1.4058 -1.0748 6.0716
C -1.0163 0.0803 6.9934
H -4.6259 -0.7335 1.9387
H -5.6240 -2.2262 1.5240
H -4.4176 -1.5087 0.5000
H -2.5227 -2.2510 2.2309
H -3.5954 -3.6152 1.9882
H -3.2145 -3.3790 4.3298
H -4.7030 -3.3035 3.9865
H -5.0265 -0.9510 4.3447
H -3.3158 -0.6852 4.1355
H -4.6713 -3.3088 7.2586
H -5.5228 -2.9724 5.7022
H -6.0942 -2.0052 8.3981
H -7.1441 -2.0003 7.1740
H -6.0912 0.4182 7.8418
H -6.4563 0.0358 6.1805
H -3.8031 0.1139 7.5930
H -3.9211 0.5728 5.9279
H -2.3764 -2.9573 6.1927
H -2.4026 -2.1163 7.6663
H -1.4868 -0.7803 5.0253
H -0.5488 -1.7470 6.0303
H -1.3655 1.0909 6.7817
H 0.0654 0.1850 6.9104
H -1.1840 -0.1655 8.0420
C 8.9424 3.3667 -3.9416
C 7.9370 4.5554 -3.8361
C 7.1570 4.6289 -2.5048
C 8.1758 5.0359 -1.3362
P 7.5189 4.4651 0.2368
C 8.5550 5.4815 1.4548
C 8.7542 4.6718 2.8133
C 10.1979 4.8450 3.2915
C 10.7425 3.4771 3.8970
C 5.7863 4.7071 0.6615
C 5.1927 6.1351 0.5585
C 3.7095 6.2125 0.7012
C 3.0257 6.0347 2.0643
C 7.8302 2.6754 0.5676
C 9.2986 2.2681 0.3197
C 9.4200 0.8196 0.5725
C 8.9101 -0.0113 -0.6175
H 9.4504 3.2800 -4.9020
H 8.6210 2.3753 -3.6225
H 9.6930 3.5214 -3.1665
H 7.2102 4.2885 -4.6033
H 8.3649 5.5256 -4.0886
H 6.8187 3.6035 -2.3558
H 6.3490 5.3555 -2.4203
H 8.0606 6.1133 -1.2175
H 9.2029 4.6744 -1.3847
H 7.9696 6.3972 1.5378
H 9.3413 5.8881 0.8189
H 8.4503 3.6377 2.9756
H 8.2096 5.2394 3.5679
H 10.4298 5.7142 3.9068
H 10.8962 4.8454 2.4545
H 10.1175 3.3317 4.7781
H 11.7649 3.5278 4.2716
H 10.7072 2.6078 3.2403
H 5.6616 4.2096 1.6233
H 5.3681 4.1096 -0.1486
H 5.3605 6.5506 -0.4352
H 5.6998 6.8883 1.1615
H 3.1597 5.6260 -0.0348
H 3.4118 7.1757 0.2866
H 3.3727 6.6708 2.8787
H 3.1106 5.0107 2.4278
H 1.9552 6.2126 1.9621
H 7.0792 2.0629 0.0688
H 7.3593 2.4034 1.5123
H 9.8720 2.7819 1.0911
H 9.6757 2.4557 -0.6857
H 9.0068 0.5842 1.5533
H 10.4442 0.5274 0.8043
H 7.8325 0.1525 -0.6282
H 8.8313 -1.0565 -0.3186
H 9.2952 0.2055 -1.6139
C 2.6281 -2.5209 3.7009
C 1.3785 -3.2808 4.1962
C 0.8486 -4.4119 3.2889
C 1.6201 -5.6980 3.5531
P 1.0839 -7.2218 2.6503
C 1.9152 -7.1862 0.9866
C 2.5316 -5.8619 0.4777
C 3.2071 -6.1292 -0.9290
C 4.2541 -4.9710 -1.2168
C 1.7299 -8.6776 3.5852
C 2.2252 -9.9838 2.9466
C 2.9008 -10.8986 4.0006
C 3.3276 -12.2389 3.3268
C -0.7480 -7.3207 2.2869
C -1.4759 -8.6780 2.2579
C -1.0616 -9.5212 1.0281
C -1.6863 -10.8657 0.9759
H 2.4209 -1.7849 2.9240
H 3.2888 -3.3280 3.3845
H 3.2078 -2.0547 4.4976
H 0.6903 -2.4960 4.5103
H 1.5679 -3.7917 5.1402
H 1.0464 -4.0877 2.2672
H -0.2218 -4.5065 3.4717
H 1.4233 -6.0046 4.5804
H 2.7072 -5.6356 3.5034
H 1.2529 -7.5932 0.2225
H 2.6314 -8.0034 1.0717
H 3.2466 -5.5052 1.2191
H 1.6809 -5.2037 0.3006
H 2.5035 -5.9024 -1.7300
H 3.4763 -7.1846 -0.9695
H 3.7989 -4.0167 -0.9519
H 4.7301 -4.8739 -2.1925
H 4.9558 -5.0183 -0.3840
H 0.8534 -8.8581 4.2076
H 2.4255 -8.2904 4.3297
H 2.9517 -9.8061 2.1537
H 1.3852 -10.5642 2.5647
H 2.2472 -11.1021 4.8488
H 3.8026 -10.3971 4.3519
H 2.7103 -12.6806 2.5445
H 3.5651 -13.0762 3.9829
H 4.3023 -11.8941 2.9815
H -0.8507 -6.8416 1.3133
H -1.1529 -6.7207 3.1018
H -2.5505 -8.5033 2.3101
H -1.1970 -9.2254 3.1583
H 0.0098 -9.7147 1.0813
H -1.3210 -8.9363 0.1457
H -2.7577 -10.7830 0.7934
H -1.7242 -11.2823 1.9824
H -1.2109 -11.3909 0.1475
C -0.4215 -3.0002 -9.5152
C -0.3874 -2.3330 -8.1894
C -1.8368 -2.1846 -7.7473
C -2.3850 -3.5581 -7.2725
P -4.0113 -3.6045 -6.3998
C -4.5366 -5.3234 -6.0734
C -4.9894 -6.1601 -7.2676
C -5.0811 -7.5737 -6.7963
C -5.5739 -8.5907 -7.7310
C -4.1493 -2.9151 -4.7776
C -4.0725 -1.3325 -4.7078
C -4.7701 -0.7033 -3.4847
C -6.2908 -0.7818 -3.3664
C -5.3106 -2.8788 -7.5575
C -6.7460 -2.8585 -7.0433
C -7.6811 -2.8733 -8.1658
C -9.1135 -2.9820 -7.7953
H -1.2696 -2.6241 -10.0874
H -0.8265 -4.0121 -9.5124
H 0.5814 -2.9895 -9.9422
H 0.1224 -1.3729 -8.2699
H 0.2319 -2.9357 -7.5250
H -2.3330 -1.6344 -8.5468
H -2.0348 -1.5782 -6.8634
H -1.6071 -3.9403 -6.6115
H -2.5088 -4.2662 -8.0919
H -5.2202 -5.3740 -5.2259
H -3.6225 -5.7545 -5.6651
H -4.2540 -6.1340 -8.0717
H -5.8732 -5.7547 -7.7601
H -5.7427 -7.6977 -5.9390
H -4.1624 -8.0187 -6.4142
H -5.7097 -9.6091 -7.3669
H -5.0348 -8.6839 -8.6738
H -6.5943 -8.3127 -7.9947
H -3.3298 -3.3084 -4.1762
H -5.1385 -3.2845 -4.5073
H -4.4536 -0.9080 -5.6366
H -3.0357 -1.0422 -4.8777
H -4.7301 0.3781 -3.3539
H -4.3789 -1.2429 -2.6223
H -6.7028 -1.7876 -3.4475
H -6.5959 -0.2103 -4.2430
H -6.5620 -0.2713 -2.4423
H -5.2239 -3.5537 -8.4091
H -4.9611 -1.8680 -7.7676
H -6.9694 -1.9232 -6.5302
H -7.0003 -3.5406 -6.2320
H -7.4584 -3.6432 -8.9046
H -7.6015 -1.9180 -8.6845
H -9.3713 -2.1577 -7.1303
H -9.3752 -3.8521 -7.1932
H -9.6561 -2.8788 -8.7350
C -1.4297 0.1054 -2.2654
C -0.3253 0.8800 -1.6621
N -0.6822 1.3794 -0.2938
C -1.9573 2.3219 -0.4991
C -1.0152 0.3351 0.7536
C 0.1152 -0.6880 0.9582
C 0.5946 2.2040 0.0712
C 0.6661 2.7664 1.4855
O -0.4261 3.5881 1.8104
C -0.6220 3.8046 3.1454
H -1.3875 0.1825 -3.3519
H -2.4586 0.3869 -2.0410
H -1.5036 -0.9190 -1.9002
H -0.2343 1.7297 -2.3387
H 0.6344 0.3705 -1.5762
H -2.9159 1.8192 -0.6277
H -1.7072 2.9671 -1.3413
H -2.0991 2.8962 0.4164
H -1.7820 -0.3067 0.3197
H -1.3402 0.7048 1.7262
H -0.0710 -1.1577 1.9240
H 1.1216 -0.2695 0.9713
H 0.0847 -1.3326 0.0798
H 0.7589 2.9807 -0.6757
H 1.4873 1.6019 -0.0983
H 1.5530 3.3754 1.6602
H 0.7415 1.9807 2.2372
H 0.3008 3.9007 3.7176
H -1.0305 2.9862 3.7382
H -1.1949 4.7200 3.2937
C -4.5796 7.8499 -0.0083
C -3.1276 8.3160 -0.2621
N -2.1123 7.1440 -0.5813
C -1.8975 6.3924 0.7695
C -2.6916 6.1874 -1.7093
C -2.9912 6.8442 -3.0802
C -0.7442 7.6690 -1.1895
C 0.0747 8.3260 -0.1000
O -0.5528 9.3890 0.5591
C 0.3508 10.4027 1.0042
H -5.1806 7.5327 -0.8605
H -5.0960 8.7167 0.4041
H -4.6363 7.0317 0.7096
H -2.8172 8.8371 0.6435
H -3.1018 8.9169 -1.1711
H -0.9872 5.7930 0.7503
H -2.6529 5.6068 0.7835
H -1.9979 7.0657 1.6208
H -3.5726 5.6810 -1.3151
H -2.0894 5.2872 -1.8317
H -3.3748 7.8607 -3.1681
H -3.6477 6.2623 -3.7272
H -2.1532 7.2253 -3.6637
H -1.0440 8.3782 -1.9610
H -0.0539 6.8871 -1.5061
H 0.8307 8.7893 -0.7339
H 0.7608 7.7107 0.4819
H 1.0471 10.0029 1.7413
H -0.2437 11.1535 1.5248
H 0.8501 10.9865 0.2310
C -4.6000 3.1534 4.5981
F -5.6632 2.4397 4.7990
F -4.6828 4.0993 5.5643
F -3.4514 2.4772 4.6509
S -4.8700 3.9395 2.7632
O -5.8213 5.0542 2.9717
O -3.5081 4.3102 2.3931
N -5.3911 2.5823 1.9009
S -6.6061 3.0215 1.0603
O -7.8245 3.0025 1.8979
O -6.3700 4.2138 0.2100
C -6.7342 1.5447 -0.2452
F -6.8497 0.3446 0.3205
F -7.7575 1.7519 -0.9886
F -5.5613 1.5734 -0.8922
C 0.8463 6.8139 -4.7982
F 0.7951 7.8901 -3.9741
F -0.2134 6.5662 -5.5140
F 1.8825 6.9972 -5.6111
S 1.2161 5.1650 -3.8088
O 2.1879 4.5165 -4.6900
O 1.7535 5.5245 -2.5386
N -0.3202 4.3923 -3.4977
S -0.5067 3.4899 -4.8321
O -0.3435 4.0982 -6.1090
O 0.2208 2.2476 -4.7401
C -2.3722 2.9407 -4.7290
F -2.5720 1.7671 -5.4368
F -2.8668 2.9450 -3.4250
F -3.0322 3.8817 -5.4853
C -2.7535 -6.3149 -2.0714
F -2.1050 -7.4780 -2.1935
F -3.3973 -6.0166 -3.1430
F -3.5470 -6.3377 -1.0327
S -1.5037 -4.9874 -1.6260
O -2.2449 -3.7331 -1.4821
O -0.7977 -5.4353 -0.4921
N -0.5756 -5.1073 -3.0692
S -0.0178 -3.6438 -3.3048
O -0.8482 -2.8665 -4.2738
O 0.4222 -2.7813 -2.1938
C 1.6194 -4.1976 -4.3721
F 1.2662 -4.9206 -5.4190
F 2.3114 -3.0898 -4.6032
F 2.4392 -4.9872 -3.7159
C 0.9510 3.4390 7.6912
F -0.1825 3.0141 8.3216
F 2.0178 3.0940 8.4291
F 1.0058 2.7916 6.4516
S 1.1680 5.4333 7.4875
O 0.9553 5.8840 8.8669
O 2.5638 5.6940 7.0114
N -0.1750 5.8436 6.4738
S 0.3246 7.0355 5.6578
O 0.8947 8.2131 6.4321
O 1.0945 6.6538 4.5026
C -1.2437 8.0171 4.8721
F -1.6693 8.7781 5.9009
F -0.8012 8.7250 3.8215
F -2.1892 7.1320 4.5920
C 2.9356 1.5366 4.0548
F 1.8681 0.7109 3.7402
F 2.6896 2.8600 3.7002
F 3.2822 1.5273 5.3465
S 4.4265 0.8196 3.0229
O 5.5323 1.7081 3.0649
O 4.6977 -0.5108 3.6521
N 3.5535 0.8769 1.4887
S 4.3508 -0.2186 0.7418
O 5.7874 -0.1846 0.8924
O 3.7937 -1.5992 0.7754
C 4.2307 0.3671 -1.1252
F 4.4998 1.7464 -1.1834
F 5.1757 -0.2723 -1.8962
F 3.0119 0.3125 -1.6896
*
```

Atomic partial charges in e from the Mulliken method, atoms 1 to 99: C -0.83; C 0.41; C -1.50; C -0.17; N 0.58; C -0.25; C -0.90; C -0.58; C -0.30; C -1.66; C 1.19; C -1.75; H 0.12; H 0.56; H -0.15; H -0.34; H 0.35; H 0.45; H 0.37; H 0.89; H -0.35; H 0.45; H 0.15; H 0.29; H 0.42; H 0.55; H 0.26; H 0.48; H -0.15; H 0.74; H 0.53; H -0.17; H 0.10; H 0.36; H 0.50; H 0.34; C -1.15; C -0.74; C -0.18; C -1.34; P 1.06; C -1.67; C -0.58; C -0.65; C -1.24; C -0.49; C -1.12; C -0.10; C -0.59; C -0.38; C 0.06; C -0.80; C -0.98; H 0.39; H 0.29; H 0.28; H 0.39; H 0.35; H -0.06; H 0.47; H 0.65; H 0.72; H 0.68; H 0.71; H 0.33; H 0.70; H 0.44; H 0.22; H 0.33; H 0.42; H 0.23; H 0.64; H 0.23; H 0.34; H 0.38; H 0.15; H 0.41; H 0.74; H -0.26; H -0.07; H -0.12; H 0.49; H -0.12; H 0.06; H 0.44; H 0.42; H -0.02; H 0.39; H 0.32; C -0.89; C -0.14; C 0.40; C -1.52; P 1.80; C -1.65; C 0.32; C -0.38; C -1.40; C -1.71

=====

No. 2
This record from OMol25 describes C18H24Cl4IrN4O5S2 as an isolated structure in a non-equilibrium geometry. The level of theory is wB97M-V/def2-TZVPD.

Computed properties:
* energy relative to the best compared isomer or geometry (same formula, charge and spin): 168.2 kJ/mol
* LUMO energy: -0.1185 hartree
* orbital gap: 7.27 eV
* HOMO: -10.490 eV

Geometry as ORCA input:
```
! RIJCOSX wB97M-V def2-TZVPD def2/J DEFGRID3
* xyz 1 1
Ir -0.9054 -1.7979 -0.5290
Cl 1.8922 -1.7816 -0.7908
C 2.1591 -3.5028 -0.9911
C 3.3382 -3.9005 -1.5895
C 3.5751 -5.2544 -1.7613
C 2.6383 -6.1805 -1.3375
C 1.4572 -5.7564 -0.7497
Cl 0.3243 -6.9584 -0.2389
C 1.1752 -4.3969 -0.5590
S -0.2757 -3.9074 0.3081
H 4.0591 -3.1618 -1.9101
H 4.4923 -5.5856 -2.2275
H 2.8155 -7.2400 -1.4564
N -3.1860 -2.4225 2.8219
C -2.7261 -2.0584 1.6368
O -1.5219 -1.7154 1.5130
C -3.6040 -2.0573 0.4317
C -2.8667 -1.2738 -0.6392
H -2.5566 -2.4724 3.6085
H -4.1485 -2.6814 2.9523
H -4.5924 -1.6481 0.6647
H -3.7556 -3.0968 0.1256
H -2.8895 -0.2026 -0.4186
H -3.3030 -1.4442 -1.6237
C 0.9969 5.5032 4.2721
C 1.2858 4.4808 3.1776
S 1.5634 5.3319 1.6389
O 0.4057 6.1464 1.3619
O 2.8746 5.9129 1.6705
C 1.5791 4.0247 0.4106
C 0.1707 3.7676 -0.1243
N 0.0534 2.4417 -0.7474
C -0.3633 1.3284 -0.1146
N -0.4075 0.2941 -0.9612
C -0.0147 0.7683 -2.1836
C 0.2742 2.0829 -2.0575
N 0.7976 2.9482 -3.0822
O 0.8182 2.4900 -4.2014
O 1.1856 4.0508 -2.7490
C -0.6823 1.2943 1.3344
H 0.8065 4.9931 5.2143
H 0.1269 6.1031 4.0123
H 1.8476 6.1699 4.4035
H 0.4402 3.8070 3.0229
H 2.1929 3.9101 3.3776
H 2.0113 3.1403 0.8817
H 2.2446 4.3788 -0.3752
H -0.0792 4.5178 -0.8641
H -0.5726 3.8298 0.6671
H 0.0573 0.1672 -3.0700
H 0.1967 1.5591 1.9244
H -0.9920 0.2954 1.6154
H -1.4813 1.9969 1.5776
Cl -2.5772 -4.4321 -2.3317
C -1.8432 -3.4800 -3.5887
Cl -0.6104 -2.2857 -2.9898
H -2.6005 -2.9031 -4.1051
H -1.3000 -4.1369 -4.2576
*
```

How positive or negative is each atom? The Mulliken charges in e answer that: Ir 1.13; Cl -0.12; C 0.81; C -0.78; C -0.39; C -0.74; C 0.17; Cl -0.19; C 0.09; S -0.45; H 0.43; H 0.39; H 0.43; N -0.38; C 0.88; O -0.90; C -0.91; C -0.81; H 0.26; H 0.22; H 0.47; H 0.30; H 0.39; H 0.54; C -1.34; C -0.14; S 1.22; O -0.66; O -0.68; C -0.67; C -1.36; N 0.25; C 0.90; N -0.39; C -0.33; C -0.41; N 1.04; O -0.61; O -0.60; C -1.16; H 0.39; H 0.37; H 0.35; H 0.10; H 0.40; H 0.45; H 0.44; H 0.36; H 0.65; H 0.60; H 0.25; H 0.11; H 0.45; Cl -0.05; C -0.54; Cl -0.05; H 0.36; H 0.43

=====

No. 3
This record from OMol25 describes C4H4OS as an isolated structure in a non-equilibrium geometry. The level of theory is wB97M-V/def2-TZVPD.

Computed properties:
* energy relative to the best compared isomer or geometry (same formula, charge and spin): 267.0 kJ/mol
* LUMO energy: -0.0432 hartree
* orbital gap: 7.53 eV
* HOMO: -8.705 eV

Geometry as ORCA input:
```
! RIJCOSX wB97M-V def2-TZVPD def2/J DEFGRID3
* xyz 0 1
C 1.6231 -0.4809 -0.1478
C 0.3845 -0.9850 -0.0977
C -0.9387 1.5080 0.1564
C -0.8911 -0.4039 0.2096
O -0.0798 2.2551 -0.0691
S -2.3190 -1.1215 0.3468
H 2.3734 -1.0977 -0.4580
H 1.7863 0.5327 -0.0128
H 0.1326 -2.0787 -0.2207
H -2.0713 1.8717 0.2933
*
```

How positive or negative is each atom? The Mulliken charges in e answer that: C -0.72; C 0.01; C 0.10; C 0.10; O -0.36; S -0.23; H 0.29; H 0.33; H 0.22; H 0.25

=====

No. 4
This record from OMol25 describes C5H7FN2S as an isolated structure in a non-equilibrium geometry. The level of theory is wB97M-V/def2-TZVPD.

Computed properties:
* energy relative to the best compared isomer or geometry (same formula, charge and spin): 36.3 kJ/mol
* LUMO energy: -0.0169 hartree
* orbital gap: 8.62 eV
* HOMO: -9.076 eV

Geometry as ORCA input:
```
! RIJCOSX wB97M-V def2-TZVPD def2/J DEFGRID3
* xyz 0 1
C 1.0937 1.4318 -1.3783
C 1.5226 0.6988 0.8693
C 2.1488 0.8602 -0.4812
C -0.4955 0.4339 -0.1213
C -2.1994 -0.8602 1.5051
N -0.1424 1.2261 -1.2041
N 0.2873 0.4796 1.0291
F -0.1521 -1.2349 -0.6598
S -2.2159 0.3494 0.1525
H 1.3779 2.0798 -2.1963
H 2.1334 0.7802 1.7591
H 2.3893 -0.1514 -0.8452
H 3.0646 1.4554 -0.4685
H -1.4633 -1.6189 1.2567
H -3.1879 -1.3012 1.5524
H -1.9483 -0.3715 2.4384
*
```

How positive or negative is each atom? The Mulliken charges in e answer that: C -0.15; C -0.18; C -0.61; C 1.00; C -0.78; N -0.57; N -0.43; F -0.53; S -0.07; H 0.41; H 0.43; H 0.25; H 0.36; H 0.27; H 0.36; H 0.23

=====

No. 5
This record from OMol25 describes one molecule with the formula C5H12N2O in a non-equilibrium geometry. The level of theory is wB97M-V/def2-TZVPD.

Computed properties:
* energy relative to the best compared isomer or geometry (same formula, charge and spin): 86.8 kJ/mol
* SMILES: CCNC(=O)[C@@H](C)N
* LUMO energy: 0.0344 hartree
* orbital gap: 10.26 eV
* HOMO: -9.325 eV

Geometry as ORCA input:
```
! RIJCOSX wB97M-V def2-TZVPD def2/J DEFGRID3
* xyz 0 1
N -2.0124 0.1227 -0.6398
C -0.7972 0.9054 -0.4359
C -0.7229 2.1340 -1.3350
C 0.3821 -0.0315 -0.7066
N 1.0139 -0.6172 0.3358
C 0.5119 -0.5552 1.7373
C 1.1222 -1.6475 2.6128
O 0.7240 -0.2277 -1.8655
H -1.8363 -0.6560 -1.2442
H -2.7786 0.6180 -1.0778
H -0.7864 1.2382 0.6039
H 0.2340 2.5998 -1.3619
H -1.5045 2.8252 -1.0241
H -0.8915 1.8090 -2.3568
H 1.7493 -1.2819 0.1533
H -0.5714 -0.6666 1.6766
H 0.7514 0.4406 2.0833
H 1.4237 -2.5142 2.0274
H 1.9635 -1.2381 3.1637
H 0.3628 -1.9618 3.3271
*
```

How positive or negative is each atom? The Mulliken charges in e answer that: N -0.59; C 0.60; C -1.60; C 0.13; N -0.16; C -0.28; C -1.17; O -0.65; H 0.27; H 0.24; H 0.25; H 0.39; H 0.39; H 0.35; H 0.27; H 0.32; H 0.26; H 0.36; H 0.29; H 0.33